1:
# C6H8N2S

One molecule with the formula C6H8N2S (ωB97M-V/def2-TZVPD, OMol25).

Calculated values
multiplicity = 1
charge = 0
E_LUMO (alpha / beta) = -0.69 / -0.76 eV
highest occupied orbital energy (alpha / beta) = -7.676 / -8.241 eV

CARTESIAN COORDINATES (ANGSTROEM)
S1 -0.949 -1.651 2.963
N1 -1.013 -3.042 3.697
N2 0.533 -1.615 0.670
C1 0.090 -2.217 1.643
C2 0.546 -0.257 0.288
C3 -0.599 1.569 -2.816
C4 1.056 0.722 1.091
C5 0.175 -0.033 -1.116
C6 -0.272 1.253 -1.531
H1 -0.316 2.642 -3.106
H2 0.140 -0.969 -1.601
H3 -0.155 2.067 -0.742
H4 -0.576 0.769 -3.443
H5 1.363 0.601 2.139
H6 -1.425 -3.132 4.589
H7 1.480 1.643 0.711
H8 0.213 -3.275 1.613


2:
# C6H8N2S

C6H8N2S as an isolated structure (ωB97M-V/def2-TZVPD, OMol25).

Calculated values
multiplicity = 1
charge = 0
E_LUMO = 0.69 eV
highest occupied orbital energy = -8.583 eV

CARTESIAN COORDINATES (ANGSTROEM)
S1 -3.008 -0.142 0.015
N1 1.650 1.362 0.053
N2 1.257 0.038 0.044
C1 -0.606 1.290 -0.021
C2 -2.052 1.453 -0.033
C3 2.186 -1.027 -0.035
C4 0.535 2.079 0.061
C5 -1.573 -1.217 0.019
C6 -0.081 0.035 -0.047
H1 -2.485 2.081 0.884
H2 3.077 -0.425 -0.048
H3 -1.523 -1.859 0.864
H4 -2.155 2.089 -0.996
H5 0.749 3.091 0.118
H6 -1.582 -1.904 -0.776
H7 2.040 -1.531 0.853
H8 2.054 -1.829 -0.907


Which structure loses on stability? 1 does.


1:
# C6H8N2S

One molecule with the formula C6H8N2S (ωB97M-V/def2-TZVPD, OMol25).

Calculated values
multiplicity = 1
charge = 0
E_LUMO = 0.92 eV
highest occupied orbital energy = -8.746 eV
SMILES = C1CN=C2SCN=C2C1

CARTESIAN COORDINATES (ANGSTROEM)
S1 -2.636 -0.705 -0.062
N1 -0.217 -1.848 0.040
N2 -1.280 1.709 0.014
C1 -0.924 -0.817 -0.035
C2 -0.367 0.838 0.043
C3 1.233 -1.691 0.189
C4 1.111 0.846 0.260
C5 -2.600 1.193 -0.061
C6 1.664 -0.357 -0.425
H1 1.396 -1.854 1.201
H2 -3.170 1.567 -1.010
H3 2.846 -0.297 -0.407
H4 1.807 -2.391 -0.381
H5 1.181 0.824 1.387
H6 1.487 1.728 -0.089
H7 1.448 -0.401 -1.452
H8 -2.980 1.656 0.790


2:
# C6H8N2S

A 2-piece molecular cluster, C6H8N2S overall (ωB97M-V/def2-TZVPD, OMol25).

Calculated values
multiplicity = 1
charge = 0
E_LUMO = 0.28 eV
highest occupied orbital energy = -8.199 eV

CARTESIAN COORDINATES (ANGSTROEM)
S1 -0.243 3.594 0.510
N1 0.734 2.423 0.176
N2 1.946 2.369 0.033
C1 1.178 -0.323 -0.284
C2 -0.710 -2.072 -0.172
C3 0.572 -1.698 -0.296
C4 -1.846 -1.168 0.184
C5 0.003 0.501 -0.005
C6 -1.205 0.247 0.246
H1 1.404 -2.379 -0.570
H2 2.022 -0.051 0.355
H3 -1.998 1.038 0.386
H4 1.472 -0.047 -1.308
H5 -2.688 -1.145 -0.589
H6 -1.021 -3.130 -0.240
H7 -2.044 -1.438 1.284
H8 2.423 3.278 0.288


Which structure loses on stability? 2 does.


1:
# C2H4N4O2

One molecule with the formula C2H4N4O2 (ωB97M-V/def2-TZVPD, OMol25).

Calculated values
multiplicity = 1
charge = 0
E_LUMO = 0.74 eV
highest occupied orbital energy = -8.849 eV
SMILES = Nn1ocn/c1=N\O

CARTESIAN COORDINATES (ANGSTROEM)
O1 1.698 0.838 0.187
O2 -2.453 0.162 0.133
N1 1.421 -1.615 -0.009
N2 0.864 -0.334 -0.188
N3 -1.386 -0.765 0.104
N4 -0.421 1.500 -0.262
C1 0.754 1.826 0.109
C2 -0.421 -0.056 -0.064
H1 1.354 -2.438 -0.745
H2 0.997 3.009 0.056
H3 0.964 -1.958 0.950
H4 -3.371 -0.168 -0.271


2:
# C2H4N4O2

One molecule with the formula C2H4N4O2 (ωB97M-V/def2-TZVPD, OMol25).

Calculated values
multiplicity = 1
charge = 0
E_LUMO = 0.43 eV
highest occupied orbital energy = -9.923 eV
SMILES = [H]/N=c1/nc(O)n(N)o1

CARTESIAN COORDINATES (ANGSTROEM)
O1 -0.675 1.116 0.055
O2 1.662 -1.455 -0.058
N1 0.649 0.647 -0.468
N2 -0.506 -1.105 0.287
N3 -2.685 -0.172 -0.035
N4 1.770 1.242 0.190
C1 -1.453 -0.129 -0.021
C2 0.609 -0.717 -0.059
H1 1.792 2.207 -0.204
H2 1.411 1.318 1.212
H3 2.444 -0.813 -0.200
H4 -3.080 0.792 -0.118


Which structure loses on stability? 1 does.


1:
# C5H12N3

A 2-piece molecular cluster, C5H12N3 overall (ωB97M-V/def2-TZVPD, OMol25).

Calculated values
multiplicity = 3
<S²> = 2.02
charge = +1
E_LUMO (alpha / beta) = -3.34 / -5.98 eV
highest occupied orbital energy (alpha / beta) = -10.176 / -14.217 eV

CARTESIAN COORDINATES (ANGSTROEM)
N1 0.493 -0.672 -0.175
N2 -0.207 0.285 0.454
N3 3.168 -0.908 -0.055
C1 -0.287 -1.669 -0.460
C2 -3.084 0.570 0.349
C3 -0.170 1.671 0.367
C4 -1.691 -1.559 -0.311
C5 -2.116 -0.380 0.109
H1 3.765 -0.288 0.527
H2 -2.301 -2.248 -0.762
H3 0.157 -2.672 -0.655
H4 3.310 -1.920 0.389
H5 0.742 2.081 0.691
H6 3.687 -1.018 -0.980
H7 -3.247 1.184 -0.459
H8 -1.088 1.913 1.018
H9 -2.863 1.176 1.317
H10 -0.307 2.034 -0.606
H11 -4.024 0.135 0.608
H12 1.581 -0.824 -0.214


2:
# C5H12N3

A 2-piece molecular cluster, C5H12N3 overall (ωB97M-V/def2-TZVPD, OMol25).

Calculated values
multiplicity = 3
<S²> = 2.01
charge = +1
E_LUMO (alpha / beta) = -3.55 / -7.70 eV
highest occupied orbital energy (alpha / beta) = -11.173 / -12.918 eV

CARTESIAN COORDINATES (ANGSTROEM)
N1 -0.075 -1.778 -0.328
N2 -0.167 -0.506 -0.534
N3 -0.976 0.240 -0.026
C1 2.852 0.973 -0.452
C2 -1.023 -2.761 0.261
C3 -1.663 1.178 0.355
C4 3.726 0.344 0.331
C5 -2.767 2.002 -0.253
H1 -0.429 -3.024 1.114
H2 3.823 0.688 1.410
H3 0.838 -2.026 -0.668
H4 -1.284 1.688 1.404
H5 2.225 1.804 -0.203
H6 4.594 -0.165 -0.018
H7 -2.323 2.751 -0.778
H8 -2.065 -2.294 0.561
H9 -1.208 -3.716 -0.273
H10 2.714 0.850 -1.544
H11 -3.311 1.294 -0.792
H12 -3.482 2.458 0.434


Which structure loses on stability? 2 does.


1:
# C4H6Cl2OS

A 2-piece molecular cluster, C4H6Cl2OS overall (ωB97M-V/def2-TZVPD, OMol25).

Calculated values
multiplicity = 1
charge = 0
E_LUMO (alpha / beta) = -1.34 / -1.35 eV
highest occupied orbital energy (alpha / beta) = -8.703 / -8.732 eV
SMILES = CC(C)=C(Cl)Cl.O=S

CARTESIAN COORDINATES (ANGSTROEM)
Cl1 -2.359 0.882 -1.031
Cl2 -1.471 1.546 1.560
S1 -1.442 -2.105 0.835
O1 -2.775 -1.586 1.265
C1 0.236 0.354 -0.187
C2 0.679 -0.041 -1.611
C3 1.220 0.171 0.912
C4 -1.027 0.762 0.067
H1 1.757 -0.777 1.112
H2 1.257 -0.926 -1.423
H3 1.963 0.929 0.846
H4 1.311 0.699 -1.968
H5 0.826 0.332 1.894
H6 -0.174 -0.239 -2.271


2:
# C4H6Cl2OS

One molecule with the formula C4H6Cl2OS (ωB97M-V/def2-TZVPD, OMol25).

Calculated values
multiplicity = 1
charge = 0
E_LUMO = 0.40 eV
highest occupied orbital energy = -9.186 eV
SMILES = CC(Cl)(Cl)COC=S

CARTESIAN COORDINATES (ANGSTROEM)
Cl1 1.495 -1.321 -1.303
Cl2 1.487 1.575 -0.859
S1 -3.344 -0.096 -0.155
O1 -1.031 0.353 -1.125
C1 1.720 -0.169 1.190
C2 -0.479 -0.091 0.077
C3 0.982 0.000 -0.171
C4 -2.319 0.334 -1.310
H1 2.787 -0.104 1.250
H2 -0.610 -1.178 0.286
H3 -2.606 0.725 -2.340
H4 -0.824 0.566 0.998
H5 1.242 0.574 1.914
H6 1.501 -1.167 1.545


Which structure loses on stability? 1 does.